Entry from the OMol25 dataset: a cluster of 2 separate species, CH5N2O2 in total at a distorted geometry (wB97M-V/def2-TZVPD).

Each line ends with the Löwdin charge.
Geometry (Å):
1 C 1.4256 0.5426 -0.2375  0.06
2 N -1.9499 0.3268 0.4201  -0.14
3 N 1.8577 -0.4951 0.3160  0.15
4 O -1.1864 -0.1755 -0.3756  0.01
5 O -3.2035 0.2488 0.1743  0.06
6 H 1.1872 0.4431 -1.4199  0.18
7 H 2.0245 -1.3715 -0.2067  0.17
8 H 1.9870 -0.5647 1.4145  0.23
9 H 1.3389 1.5370 0.2882  0.15
10 H -3.4812 -0.4916 -0.3734  0.14

Forces on atoms 1 to 6 (eV/Å):
C -0.8 1.6 -3.6
N 1.3 -0.2 0.8
N 0.7 -1.7 3.5
O 2.6 -0.7 -1.2
O -4.4 1.5 0.6
H 0.7 0.6 3.1

2S+1: 3
Relative energy (zero: lowest compared OMol25 entry of this formula, charge and spin): 0.0 kJ/mol
E: -300.59652 Eh
Expectation value of S²: 2.008
Total charge: +1
HOMO energy (alpha / beta): -11.91 / -15.79 eV
HOMO-LUMO gap (alpha / beta): 6.680 / 9.529 eV
LUMO energy (alpha / beta): -5.23 / -6.27 eV

Entry from the OMol25 dataset: a cluster of 9 separate species, C22H66N12O9 in total at a distorted geometry (wB97M-V/def2-TZVPD).

Each line ends with the Löwdin charge.
Geometry (Å):
1 C -6.5893 2.2144 1.4114  -0.04
2 C -5.2670 1.5170 0.9704  -0.46
3 C -4.0517 1.9131 1.8288  -0.21
4 O -3.6789 3.2303 1.4554  -0.21
5 C -3.0647 3.9000 2.5374  -0.12
6 N -5.2014 0.1125 0.9651  0.04
7 H -6.4303 3.3289 1.2194  0.10
8 H -6.8850 2.0378 2.4402  0.07
9 H -7.3930 1.8504 0.7809  0.06
10 H -5.0553 1.9823 0.0241  0.09
11 H -3.1755 1.3084 1.6561  0.11
12 H -4.2247 1.8734 2.8921  0.12
13 H -2.8651 4.9547 2.2350  0.09
14 H -2.0693 3.5441 2.7804  0.07
15 H -3.7115 3.9449 3.4580  0.10
16 H -5.9930 -0.4090 0.5702  0.09
17 H -4.4446 -0.2009 0.3521  0.06
18 C 5.1523 3.0150 -3.4019  -0.06
19 C 4.3744 3.3754 -2.0880  -0.42
20 C 2.8817 3.6156 -2.3133  -0.22
21 O 2.1539 2.4203 -2.4650  -0.24
22 C 0.7377 2.6062 -2.6597  -0.07
23 N 4.4891 2.3077 -1.1166  0.01
24 H 5.0670 3.8580 -4.1181  0.08
25 H 4.6707 2.1609 -3.8537  0.06
26 H 6.1966 2.7912 -3.1228  0.07
27 H 4.8823 4.2631 -1.6329  0.15
28 H 2.6940 4.2058 -3.2328  0.13
29 H 2.5486 4.1759 -1.4167  0.11
30 H 0.3395 3.3977 -2.0255  0.09
31 H 0.1571 1.7409 -2.3325  0.06
32 H 0.6766 2.8908 -3.6995  0.09
33 H 5.4792 1.9512 -1.0517  0.11
34 H 3.8350 1.5340 -1.3012  0.06
35 C 1.6688 -0.7277 -4.7014  -0.05
36 C 1.3539 -1.5650 -3.4724  -0.40
37 C 2.3003 -1.1926 -2.3615  -0.19
38 O 1.9580 -2.1470 -1.3352  -0.18
39 C 2.8437 -2.1196 -0.2278  -0.11
40 N -0.0513 -1.2842 -3.1110  0.05
41 H 1.2238 -1.0864 -5.5837  0.06
42 H 2.7294 -0.6665 -4.8482  0.07
43 H 1.3388 0.3065 -4.5261  0.07
44 H 1.4440 -2.5976 -3.7430  0.13
45 H 2.1336 -0.1688 -2.0814  0.10
46 H 3.3272 -1.1701 -2.6108  0.11
47 H 3.0370 -1.0610 0.1555  0.10
48 H 3.8280 -2.4950 -0.4463  0.08
49 H 2.3208 -2.7835 0.4279  0.07
50 H -0.2530 -1.2916 -2.1127  0.04
51 H -0.4887 -0.3667 -3.3856  0.08
52 C 3.9592 -1.4673 3.2041  -0.06
53 C 2.6129 -1.3244 3.9058  -0.43
54 C 2.6607 -0.5859 5.2477  -0.24
55 O 3.3459 0.6094 5.1639  -0.20
56 C 2.9367 1.7188 5.9914  -0.07
57 N 1.5540 -0.6989 3.1357  0.06
58 H 4.2603 -0.4993 2.6964  0.10
59 H 3.8886 -2.2734 2.5024  0.05
60 H 4.7676 -1.6536 3.9324  0.08
61 H 2.3641 -2.3533 4.1456  0.13
62 H 3.3037 -1.2321 5.9170  0.13
63 H 1.6141 -0.4876 5.6322  0.14
64 H 3.7912 2.3561 6.0703  0.07
65 H 2.6174 1.4235 6.9910  0.08
66 H 2.0776 2.2941 5.4901  0.11
67 H 1.5984 0.2964 3.1522  0.06
68 H 1.6813 -0.8399 2.1481  0.03
69 C -0.3801 -5.4335 0.5169  -0.07
70 C -1.7117 -5.6876 1.2454  -0.32
71 O -2.6086 -4.6641 0.9990  -0.09
72 H -0.7019 -4.8321 -0.3507  0.05
73 H 0.1441 -6.3438 0.1995  0.07
74 H 0.3154 -4.7755 1.1249  0.07
75 H -1.5746 -5.7822 2.3398  0.12
76 H -2.0393 -6.6380 0.9289  0.10
77 H -3.0098 -4.8728 0.1871  0.02
78 C -2.7975 -4.0200 -2.5298  -0.63
79 O -3.0547 -4.9376 -1.7314  -0.02
80 N -3.6491 -2.9798 -2.7050  0.17
81 N -1.6076 -4.0611 -3.2579  0.18
82 H -4.3104 -2.8735 -1.9678  0.10
83 H -3.3306 -2.1589 -3.1735  0.07
84 H -1.0477 -4.7064 -2.7535  0.08
85 H -1.2034 -3.1803 -3.4822  0.04
86 C 1.3798 2.7828 1.2993  -0.68
87 O 0.5391 3.0842 2.1481  0.00
88 N 1.4022 1.5598 0.7231  0.16
89 N 2.4481 3.5707 0.9488  0.15
90 H 1.7721 1.5177 -0.2523  0.08
91 H 0.5967 0.9396 0.8826  0.06
92 H 2.5403 4.5145 1.2248  0.09
93 H 3.1689 3.1336 0.3425  0.06
94 C -3.0898 1.0235 -2.0503  -0.67
95 O -2.9940 -0.1193 -2.5125  -0.02
96 N -4.1868 1.7922 -2.4551  0.15
97 N -2.3169 1.4512 -1.0941  0.22
98 H -4.4606 1.5648 -3.3937  0.09
99 H -3.9484 2.7841 -2.4625  0.10
100 H -2.5966 2.3254 -0.7048  0.10
101 H -1.8068 0.8189 -0.4804  0.07
102 C -1.2270 -1.4336 0.4853  -0.54
103 O -0.5796 -0.3835 0.1303  -0.08
104 N -2.2518 -2.0034 -0.2421  0.22
105 N -0.9049 -2.1234 1.6135  0.18
106 H -2.4059 -1.7712 -1.1653  0.02
107 H -2.6327 -2.8492 0.0282  0.04
108 H -1.4447 -2.9245 1.9129  0.09
109 H -0.4164 -1.5855 2.3759  0.10

Forces on atoms 1 to 6 (eV/Å):
C 1.2 0.5 -0.5
C 0.5 1.9 1.1
C -0.2 1.0 -0.6
O 0.0 0.6 0.6
C 0.0 1.8 0.2
N -0.7 -2.9 -0.9

Relative energy (zero: lowest compared OMol25 entry of this formula, charge and spin): 19.9 kJ/mol
E: -2212.12603 Eh
HOMO energy: -8.99 eV
HOMO-LUMO gap: 9.494 eV
LUMO energy: 0.50 eV

Entry from the OMol25 dataset: a structure of composition C46H64IMnN2O2PS2 at a distorted geometry (wB97M-V/def2-TZVPD).

Each line ends with the Löwdin charge.
Geometry (Å):
1 Mn 0.1534 -0.2648 0.4078  0.46
2 C -0.6406 -3.0132 -1.0537  -0.13
3 N -1.2448 -1.6794 -0.9504  -0.30
4 C -2.6233 -1.8287 -0.4695  -0.12
5 C -1.2253 -1.0637 -2.2841  -0.17
6 C -1.5128 0.4255 -2.2381  -0.14
7 N -0.5778 1.1335 -1.3583  -0.18
8 C -1.2378 2.3119 -0.7923  -0.17
9 C -0.4855 3.0903 0.2594  -0.13
10 C -0.9215 4.3918 0.4601  0.00
11 C -0.3953 5.2116 1.4440  -0.18
12 C 0.6162 4.6739 2.2345  -0.01
13 C 1.1002 3.3777 2.0804  -0.09
14 C 0.5364 2.5606 1.0687  -0.30
15 O 1.0186 1.3363 0.8683  -0.25
16 C 2.1908 2.8239 3.0029  -0.52
17 C 1.6367 1.6410 3.8129  -0.04
18 C 3.4123 2.3755 2.1849  -0.04
19 C 2.6796 3.8724 4.0077  -0.08
20 C -0.9124 6.6426 1.5948  -0.55
21 C -0.3344 7.3369 2.8285  -0.06
22 C -0.5153 7.4551 0.3537  -0.05
23 C -2.4424 6.6421 1.7243  -0.04
24 C 0.6258 1.5923 -2.0644  -0.11
25 C 1.4951 0.5405 -2.6900  -0.13
26 C 1.8623 0.7073 -4.0113  0.00
27 C 2.7506 -0.1527 -4.6494  -0.18
28 C 3.2876 -1.1623 -3.8712  0.00
29 C 2.9664 -1.3808 -2.5274  -0.07
30 C 1.9940 -0.5463 -1.9322  -0.26
31 O 1.5241 -0.8144 -0.7219  -0.25
32 C 3.7145 -2.5345 -1.8343  -0.53
33 C 3.4787 -2.6610 -0.3285  -0.09
34 C 3.3059 -3.8649 -2.4869  -0.04
35 C 5.2287 -2.3297 -2.0241  -0.06
36 C 3.0948 0.0501 -6.1235  -0.56
37 C 3.7371 1.4306 -6.3187  -0.05
38 C 1.8133 -0.0322 -6.9648  -0.05
39 C 4.0704 -1.0072 -6.6417  -0.07
40 H -1.1679 -3.6110 -1.8109  0.09
41 H 0.4082 -2.9159 -1.3303  0.06
42 H -0.6961 -3.5145 -0.0905  0.03
43 H -3.1910 -2.4791 -1.1510  0.09
44 H -2.6063 -2.2692 0.5259  0.07
45 H -3.1212 -0.8638 -0.3962  0.02
46 H -0.2443 -1.2406 -2.7204  0.11
47 H -1.9647 -1.5577 -2.9326  0.13
48 H -1.4748 0.8341 -3.2579  0.13
49 H -2.5228 0.5956 -1.8606  0.10
50 H -1.4878 3.0074 -1.6115  0.13
51 H -2.1868 1.9859 -0.3719  0.01
52 H -1.7120 4.7591 -0.1877  0.12
53 H 1.0472 5.2910 3.0080  0.08
54 H 1.2821 0.8365 3.1732  0.03
55 H 2.4175 1.2368 4.4638  0.09
56 H 0.8071 1.9676 4.4472  0.08
57 H 3.1505 1.5865 1.4843  0.07
58 H 3.8254 3.2195 1.6254  0.09
59 H 4.1885 2.0016 2.8588  0.08
60 H 1.8787 4.2078 4.6714  0.08
61 H 3.4583 3.4262 4.6299  0.08
62 H 3.1080 4.7465 3.5107  0.08
63 H 0.7525 7.4265 2.7699  0.08
64 H -0.7487 8.3447 2.9089  0.08
65 H -0.5875 6.7942 3.7424  0.07
66 H 0.5696 7.4598 0.2275  0.09
67 H -0.9557 7.0294 -0.5496  0.08
68 H -0.8593 8.4897 0.4454  0.08
69 H -2.7540 6.1083 2.6223  0.06
70 H -2.8166 7.6689 1.7817  0.08
71 H -2.9200 6.1580 0.8723  0.08
72 H 0.3176 2.2987 -2.8509  0.13
73 H 1.2181 2.1528 -1.3410  0.13
74 H 1.4329 1.5454 -4.5520  0.11
75 H 3.9992 -1.8384 -4.3240  0.09
76 H 2.4554 -2.9285 -0.0832  0.00
77 H 4.1364 -3.4442 0.0608  0.08
78 H 3.6997 -1.7339 0.1999  0.09
79 H 2.2360 -4.0419 -2.3585  0.08
80 H 3.5248 -3.8780 -3.5567  0.07
81 H 3.8439 -4.6932 -2.0175  0.08
82 H 5.5385 -1.3773 -1.5894  0.09
83 H 5.7717 -3.1296 -1.5145  0.08
84 H 5.5317 -2.3379 -3.0719  0.07
85 H 3.0654 2.2296 -6.0019  0.08
86 H 4.6540 1.5126 -5.7321  0.09
87 H 3.9833 1.5930 -7.3720  0.08
88 H 1.0895 0.7259 -6.6620  0.07
89 H 2.0401 0.1202 -8.0239  0.08
90 H 1.3416 -1.0101 -6.8493  0.09
91 H 5.0214 -0.9723 -6.1061  0.08
92 H 3.6581 -2.0136 -6.5442  0.09
93 H 4.2752 -0.8288 -7.6998  0.08
94 I 0.6855 -2.2253 2.2042  0.22
95 S -4.5143 1.5672 0.4079  0.23
96 P -3.4680 1.1376 2.0249  0.16
97 S -1.6897 0.1298 2.0159  0.32
98 C -3.2255 2.6190 3.0710  -0.36
99 C -4.3531 3.2966 3.5336  -0.09
100 C -4.2147 4.3651 4.4032  -0.09
101 C -2.9477 4.7677 4.8148  -0.11
102 C -1.8257 4.1127 4.3336  -0.08
103 C -1.9634 3.0398 3.4618  -0.09
104 C -4.4638 0.0907 3.1549  -0.39
105 C -5.7583 -0.2815 2.8223  -0.12
106 C -6.5098 -1.0572 3.6974  -0.09
107 C -5.9699 -1.4587 4.9087  -0.10
108 C -4.6732 -1.0868 5.2451  -0.08
109 C -3.9222 -0.3182 4.3728  -0.10
110 H -5.3387 2.9779 3.2135  0.10
111 H -5.0945 4.8819 4.7669  0.10
112 H -2.8400 5.6002 5.5001  0.10
113 H -0.8326 4.4326 4.6279  0.10
114 H -1.0893 2.5185 3.0922  0.05
115 H -6.1674 0.0410 1.8730  0.05
116 H -7.5182 -1.3469 3.4279  0.10
117 H -6.5543 -2.0640 5.5909  0.09
118 H -4.2431 -1.4035 6.1870  0.10
119 H -2.9047 -0.0453 4.6263  0.09

Forces on atoms 1 to 6 (eV/Å):
Mn -0.6 0.4 -0.7
C 0.0 0.0 0.0
N 0.1 0.0 0.1
C 0.0 0.0 0.0
C 0.0 0.0 0.0
C 0.0 0.0 0.0

2S+1: 5
E: -4637.93374 Eh
Expectation value of S²: 6.078
Total charge: -1
HOMO energy (alpha / beta): -5.00 / -5.17 eV
HOMO-LUMO gap (alpha / beta): 6.242 / 7.479 eV
LUMO energy (alpha / beta): 1.24 / 2.31 eV

Entry from the OMol25 dataset: a structure of composition C26H46O2P2Rh at a distorted geometry (wB97M-V/def2-TZVPD).

Each line ends with the Löwdin charge.
Geometry (Å):
1 Rh 1.8166 -0.3614 -0.9589  0.88
2 C 1.1425 -2.0248 0.5932  -0.20
3 C 0.7595 -2.2627 -0.7736  -0.29
4 C 3.0817 -2.1475 -0.6799  -0.29
5 C 2.5651 -1.8580 0.6250  -0.25
6 C 1.9692 -2.4041 -1.5476  -0.33
7 C 0.2722 -1.9187 1.7849  -0.01
8 H -0.7879 -1.9245 1.5134  0.06
9 H 0.5014 -1.0109 2.3700  0.08
10 H 0.4457 -2.7582 2.4758  0.13
11 C 3.3983 -1.5134 1.7993  -0.01
12 H 3.5786 -2.4202 2.3888  0.12
13 H 2.9081 -0.7929 2.4577  0.07
14 H 4.3651 -1.1143 1.4791  0.08
15 C 4.5120 -2.3040 -1.0710  -0.01
16 H 4.6548 -3.3079 -1.4897  0.10
17 H 5.1370 -2.1834 -0.1860  0.08
18 H 4.8300 -1.5678 -1.8184  0.08
19 C 2.0821 -2.9778 -2.9201  -0.02
20 H 2.9942 -3.5833 -2.9642  0.09
21 H 2.1693 -2.2121 -3.6994  0.06
22 H 1.2099 -3.6047 -3.1273  0.09
23 C -0.6237 -2.5059 -1.2836  -0.01
24 H -0.5905 -3.1191 -2.1862  0.08
25 H -1.1440 -1.5692 -1.5372  0.06
26 H -1.2274 -3.0218 -0.5293  0.09
27 C -2.2434 0.1705 2.7906  -0.09
28 C -3.0306 -0.8603 2.4564  -0.11
29 C -3.6382 -1.1129 1.1085  -0.16
30 C -4.3145 0.1587 0.4897  -0.18
31 C -3.6304 0.8414 -0.5804  -0.10
32 C -2.2047 1.0837 -0.6635  -0.39
33 C -1.3314 0.6812 0.5332  -0.23
34 C -1.7698 1.2612 1.8762  -0.18
35 H -4.4082 -1.9015 1.2229  0.12
36 H -4.5253 0.8680 1.3093  0.13
37 H -2.9175 -1.5598 0.4000  0.09
38 H -2.5301 2.0381 1.7508  0.11
39 H -1.8864 0.2235 3.8273  0.11
40 H -3.3430 -1.5469 3.2499  0.12
41 H -0.9133 1.7494 2.3622  0.12
42 H -1.3120 -0.4014 0.6029  0.06
43 H -1.8306 0.4993 -1.5380  0.10
44 H -0.2673 0.9494 0.3807  0.08
45 H -5.2978 -0.1676 0.1038  0.12
46 H -4.2033 1.0860 -1.4824  0.11
47 P -1.6498 2.8166 -1.0691  0.98
48 P 1.4022 0.8510 -2.6266  0.67
49 C -0.7373 2.8284 -2.6224  -0.30
50 C 0.7892 2.5783 -2.5188  -0.36
51 H -0.9335 3.8304 -3.0384  0.11
52 H -1.2153 2.1026 -3.2929  0.09
53 H 1.2840 3.1357 -3.3308  0.10
54 H 1.1784 2.9857 -1.5679  0.07
55 C 3.1383 1.1070 -3.1578  -0.24
56 H 3.6543 0.1323 -3.1325  0.03
57 H 3.6050 1.7662 -2.4141  0.06
58 H 3.1937 1.5551 -4.1507  0.06
59 C 0.4289 -0.0781 -3.8561  -0.22
60 H 0.4183 0.4042 -4.8416  0.06
61 H -0.6007 -0.2198 -3.4995  0.04
62 H 0.8531 -1.0796 -3.9758  0.02
63 C -0.8031 3.8410 0.1663  -0.15
64 H -1.2556 3.7580 1.1697  0.07
65 H -0.9157 4.8937 -0.1497  0.08
66 H 0.2669 3.6132 0.2371  0.06
67 C -3.2076 3.7361 -1.2596  -0.17
68 H -3.7584 3.3788 -2.1402  0.07
69 H -2.9608 4.8028 -1.3759  0.07
70 H -3.8410 3.6147 -0.3678  0.08
71 C 1.2483 -0.4493 6.5794  -0.05
72 C 0.7288 -0.7578 5.2043  -0.76
73 O 1.4554 -0.3041 4.2602  -0.13
74 O -0.3574 -1.3848 5.0794  -0.08
75 H 2.3104 -0.6784 6.6531  0.07
76 H 0.7104 -0.9969 7.3519  0.07
77 H 1.1484 0.6252 6.7717  0.07

Forces on atoms 1 to 6 (eV/Å):
Rh 0.4 0.8 2.9
C 0.3 0.3 0.1
C 0.3 -1.0 -0.3
C -0.1 -0.5 0.5
C 0.2 -0.4 -0.4
C -0.6 -0.9 -0.1

2S+1: 5
Relative energy (zero: lowest compared OMol25 entry of this formula, charge and spin): 0.0 kJ/mol
E: -1961.59596 Eh
Expectation value of S²: 6.013
Total charge: +1
HOMO energy (alpha / beta): -8.75 / -8.74 eV
HOMO-LUMO gap (alpha / beta): 6.057 / 3.847 eV
LUMO energy (alpha / beta): -2.69 / -4.89 eV

Entry from the OMol25 dataset: the molecule C2H3Cl2PS at a distorted geometry (wB97M-V/def2-TZVPD).

Each line ends with the Löwdin charge.
Geometry (Å):
1 C 1.2601 0.4401 0.3310  -0.65
2 C 0.2367 -0.5306 -0.1575  -0.78
3 P -1.4798 -0.0172 -0.8964  0.08
4 S 1.3597 -1.0245 1.3047  0.76
5 Cl -2.9197 -1.3491 -0.4995  0.16
6 Cl -2.1238 1.4207 0.2643  0.20
7 H 2.0896 0.8451 -0.3717  0.11
8 H 0.8828 1.3347 1.0003  0.08
9 H 0.6945 -1.1192 -0.9752  0.04

Forces on atoms 1 to 6 (eV/Å):
C 0.2 3.8 0.0
C 0.7 -0.6 -0.5
P 2.2 -0.6 -0.7
S -1.1 -0.4 -0.3
Cl -0.3 -1.1 0.3
Cl -0.3 1.6 1.3

Relative energy (zero: lowest compared OMol25 entry of this formula, charge and spin): 144.4 kJ/mol
E: -1737.91237 Eh
HOMO energy: -9.04 eV
HOMO-LUMO gap: 9.314 eV
LUMO energy: 0.27 eV

- What is the E in the fifth record?
  -1737.91237 Eh